## a
Entry from OMol25: a molecular structure, C16H30N2O3PtSb2 (ωB97M-V/def2-TZVPD).

## Properties
Multiplicity = 1
Charge = +4

```
54
Properties=species:S:1:pos:R:3:lowdin_charge:R:1
Pt 0.82061 1.04744 0.10716 0.8660
C -1.72632 -0.00484 2.78058 -0.2080
Sb 0.08562 -0.67246 1.95385 1.5719
C 1.52390 -0.89267 3.49169 -0.1945
C -0.25391 -2.58216 1.02017 -0.2217
C -1.69035 -2.67036 0.61912 -0.3071
C -2.61761 -3.16756 1.53061 -0.0274
C -3.96628 -3.22985 1.21220 -0.0031
C -4.40277 -2.77404 -0.02724 -0.0040
C -3.48742 -2.28606 -0.94720 -0.0143
C -2.12733 -2.24355 -0.64853 -0.2837
C -1.16152 -1.83605 -1.71406 -0.2399
Sb -0.68207 0.23768 -1.84356 1.5308
C 0.46943 0.40600 -3.60521 -0.2024
C -2.45191 1.36885 -2.02609 -0.2004
H -2.09724 -0.85762 3.35191 0.0494
H -2.43218 0.25777 1.99658 0.0368
H -1.54184 0.83751 3.44287 0.0412
H 0.94503 -1.43489 4.24585 0.0563
H 1.86780 0.05558 3.89835 0.0432
H 2.35634 -1.49037 3.12857 0.0391
H 0.00524 -3.26839 1.83019 0.0998
H 0.48675 -2.68116 0.23072 0.0655
H -2.27862 -3.54620 2.48874 0.1345
H -4.67389 -3.64443 1.91674 0.1357
H -5.45051 -2.83319 -0.28751 0.1354
H -3.83763 -1.98809 -1.92920 0.1313
H -1.58910 -2.00216 -2.70842 0.1036
H -0.19794 -2.34271 -1.68339 0.0780
H -0.25808 0.18252 -4.39007 0.0557
H 1.25345 -0.34599 -3.58447 0.0325
H 0.87559 1.40235 -3.75983 0.0408
H -2.91526 0.96847 -2.93112 0.0551
H -2.22474 2.42355 -2.16323 0.0377
H -3.09353 1.21587 -1.16170 0.0363
C 0.89557 4.26372 0.04175 0.0333
C -0.18299 3.69011 0.89303 -0.4722
N -0.98203 4.46175 1.56992 0.2853
O -0.36012 2.40951 0.99173 -0.2645
H 0.92648 5.34989 0.09255 0.1173
H 0.72730 3.97829 -1.00051 0.1049
H 1.86666 3.87799 0.36404 0.1004
H -0.88936 5.47050 1.54276 0.1690
H -1.71823 4.07727 2.15041 0.1635
N 5.72754 0.32777 -1.20477 0.2289
C 4.47500 -0.49523 -1.20010 -0.0139
C 3.31807 0.34490 -0.69235 -0.6048
O 2.14397 -0.24999 -0.66676 -0.2814
O 3.46725 1.49212 -0.32373 0.0680
H 6.55864 -0.26396 -1.32778 0.1992
H 5.83695 0.85537 -0.33000 0.1838
H 5.73341 1.02018 -1.96245 0.1931
H 4.63272 -1.36425 -0.56006 0.1610
H 4.29151 -0.85472 -2.21274 0.1590
```



## b
Entry from OMol25: a molecular structure, C16H30N2O3PtSb2 (ωB97M-V/def2-TZVPD).

## Properties
Multiplicity = 1
Charge = +4

```
54
Properties=species:S:1:pos:R:3:lowdin_charge:R:1
Pt 0.76337 1.14280 -0.49458 0.8294
C 0.98455 -0.15203 3.32131 -0.2278
Sb 1.56762 -0.72546 1.37266 1.5762
C 3.52101 -1.54189 1.54194 -0.2139
C 0.33431 -2.51816 0.90313 -0.2078
C -0.95089 -2.46932 1.59308 -0.2490
C -1.05386 -2.98391 2.89475 -0.0255
C -2.23724 -2.92772 3.58289 0.0195
C -3.39056 -2.32361 2.98263 0.0413
C -3.32390 -1.81838 1.70254 -0.0128
C -2.14862 -1.91219 0.95789 -0.2406
C -2.17258 -1.56910 -0.46976 -0.2212
Sb -1.82163 0.54464 -1.01107 1.5276
C -2.35439 0.39263 -3.05104 -0.2090
C -3.31914 1.73726 -0.10940 -0.2158
H 0.98985 -1.04983 3.93881 0.0436
H -0.00129 0.30543 3.30317 0.0328
H 1.72322 0.55228 3.70022 0.0376
H 3.51164 -2.11885 2.46780 0.0540
H 4.24570 -0.73291 1.61024 0.0368
H 3.73013 -2.17676 0.68473 0.0361
H 0.98990 -3.30121 1.28699 0.1027
H 0.31407 -2.51544 -0.18254 0.0514
H -0.19213 -3.45791 3.34906 0.1375
H -2.30957 -3.34285 4.58068 0.1376
H -4.32610 -2.30206 3.52840 0.1402
H -4.21569 -1.41159 1.24164 0.1337
H -3.17574 -1.66658 -0.88923 0.0981
H -1.44732 -2.08087 -1.09640 0.0692
H -3.42747 0.19567 -3.06411 0.0572
H -1.80821 -0.42665 -3.51133 0.0327
H -2.15183 1.33060 -3.56419 0.0387
H -4.28134 1.35024 -0.44660 0.0537
H -3.18931 2.75546 -0.47438 0.0339
H -3.24609 1.71643 0.97489 0.0344
C 1.08632 4.31122 -0.47246 0.0281
C 0.95381 3.69829 0.87891 -0.4741
N 1.01749 4.44287 1.94568 0.2827
O 0.77860 2.42695 1.03894 -0.2567
H 1.25803 5.38397 -0.42686 0.1156
H 0.17087 4.13453 -1.04203 0.1019
H 1.92293 3.84918 -1.00257 0.1019
H 1.16534 5.44179 1.87558 0.1665
H 0.92293 4.05524 2.87613 0.1625
N 3.19377 0.04187 -4.73062 0.2292
C 2.23415 -0.78574 -3.93570 -0.0158
C 1.72777 -0.01577 -2.72765 -0.6498
O 0.87182 -0.58162 -1.95413 -0.1975
O 2.13350 1.12435 -2.49948 -0.0174
H 3.70467 -0.53600 -5.40860 0.1984
H 3.87971 0.50488 -4.12454 0.1815
H 2.71820 0.78169 -5.25714 0.1914
H 2.72975 -1.70131 -3.61386 0.1603
H 1.39987 -1.07454 -4.57439 0.1590
```



Stability summary: most stable a, least stable b.



## a
Entry from OMol25: a molecular structure, C23H41NO2P2Tm (ωB97M-V/def2-TZVPD).

## Properties
<S²> = 2.04
Multiplicity = 3
Charge = +1

```
70
Properties=species:S:1:pos:R:3:lowdin_spin:R:1
Tm 0.68536 2.31111 -1.58219 1.9949
C -0.76834 -0.06440 0.03449 0.0014
C -0.65193 0.77940 1.16226 0.0003
C -1.55644 2.03934 -0.54863 -0.0041
C -1.33278 0.70157 -1.02965 0.0002
C -1.12675 2.07129 0.81873 0.0025
C -0.52745 -1.51963 -0.03574 0.0003
H 0.10575 -1.86682 0.79162 0.0001
H -0.02908 -1.79929 -0.97483 0.0000
H -1.48014 -2.07851 0.01081 0.0001
C -1.78968 0.15483 -2.32493 0.0004
H -2.45295 -0.71158 -2.17058 0.0002
H -0.94126 -0.18785 -2.94016 0.0001
H -2.35095 0.91343 -2.88230 0.0000
C -1.98864 3.18441 -1.41085 -0.0017
H -2.78344 2.83230 -2.08352 -0.0001
H -1.20952 3.66369 -2.07473 -0.0007
H -2.39191 3.99427 -0.78932 -0.0001
C -1.24111 3.19454 1.78068 0.0001
H -1.79842 2.87508 2.67365 0.0000
H -1.76309 4.05536 1.34899 0.0000
H -0.25821 3.54086 2.14231 0.0000
C -0.14636 0.42772 2.51007 0.0001
H -0.77742 0.87246 3.29051 0.0000
H 0.87814 0.79807 2.67650 0.0000
H -0.13519 -0.65694 2.66225 0.0000
C 4.73916 -2.63820 0.66536 0.0004
C 6.01696 -2.31265 0.90546 0.0005
C 6.65192 -0.95502 0.77363 -0.0008
C 6.00020 0.04616 -0.20586 -0.0017
C 5.03110 0.97206 0.52515 -0.0363
C 4.17364 0.42574 1.51550 0.1043
C 3.20442 -0.62677 1.21351 0.0164
C 3.64142 -1.71562 0.18705 0.0017
H 7.67984 -1.11262 0.40300 -0.0003
H 5.51300 -0.47347 -1.03570 -0.0012
H 6.75470 -0.44786 1.75137 0.0009
H 3.88920 -1.26134 -0.78904 0.0000
H 4.42262 -3.67877 0.81953 0.0000
H 6.72861 -3.09217 1.19705 -0.0001
H 2.75646 -2.34951 0.00335 -0.0001
H 2.95826 -1.13794 2.16578 0.0018
H 4.02456 0.95763 2.46360 0.0048
H 2.24317 -0.19586 0.82901 0.0054
H 6.79364 0.64084 -0.68510 0.0003
H 5.51628 1.91535 0.81824 -0.0014
P 3.88943 1.98749 -1.10173 -0.0342
C 4.18955 1.08169 -2.67185 -0.0109
C 5.39676 3.07236 -1.43653 0.0010
P 1.50217 3.61435 0.35441 -0.0048
C 2.79849 3.54800 -0.99506 -0.0287
C 2.44528 3.52340 1.90924 -0.0003
C 0.91901 5.35912 0.19050 0.0001
H 3.92077 0.02132 -2.57818 0.0002
H 5.25346 1.17211 -2.95307 -0.0010
H 3.55828 1.50684 -3.46807 0.0007
H 5.29993 3.54060 -2.43710 0.0011
H 6.32526 2.47364 -1.43501 0.0000
H 5.47855 3.86183 -0.66996 -0.0002
H 1.79949 6.01710 0.17014 -0.0002
H 0.27167 5.64308 1.03157 -0.0001
H 0.34931 5.46041 -0.75124 -0.0001
H 2.39041 3.75590 -2.02865 -0.0011
H 3.39693 4.42996 -0.71965 -0.0016
H 1.79562 3.64801 2.78556 0.0000
H 3.16831 4.34427 1.87875 -0.0002
H 2.98490 2.56895 1.98977 0.0009
O 1.78982 -0.78958 -2.51572 -0.0029
N 1.27773 0.30131 -2.34191 -0.0040
O 1.43748 1.26975 -3.31937 -0.0022
```



## b
Entry from OMol25: a molecular structure, C23H41NO2P2Tm (ωB97M-V/def2-TZVPD).

## Properties
<S²> = 2.07
Multiplicity = 3
Charge = +1

```
70
Properties=species:S:1:pos:R:3:lowdin_spin:R:1
Tm 0.88543 1.22452 1.68847 1.0819
C 2.19907 -0.89511 2.08807 -0.0030
C 2.90112 -0.15917 1.08084 -0.0032
C 2.97686 1.05059 3.05758 -0.0018
C 2.28177 -0.15685 3.31954 -0.0024
C 3.36771 1.05591 1.66760 -0.0024
C 1.80858 -2.31766 1.99292 -0.0004
H 1.08951 -2.50486 1.18719 0.0001
H 1.33777 -2.65557 2.91657 0.0000
H 2.67571 -2.97175 1.80642 -0.0002
C 1.98420 -0.70336 4.66848 -0.0003
H 2.17759 -1.78450 4.70335 0.0000
H 0.93350 -0.53498 4.92921 -0.0001
H 2.60878 -0.23280 5.43581 0.0000
C 3.41491 1.98712 4.12549 -0.0003
H 3.89857 1.44979 4.95510 0.0000
H 2.53916 2.49500 4.55208 -0.0002
H 4.11324 2.74958 3.76373 0.0000
C 4.28257 2.04598 1.04501 -0.0003
H 5.33852 1.90653 1.32054 0.0001
H 4.03769 3.07620 1.32517 -0.0002
H 4.24445 2.01033 -0.05073 -0.0002
C 3.24566 -0.68050 -0.27009 0.0001
H 4.24071 -0.36143 -0.60636 0.0000
H 2.53173 -0.35050 -1.04307 0.0006
H 3.23746 -1.77945 -0.28737 0.0001
C -1.87336 -2.73535 0.18739 0.0030
C -0.76381 -3.35606 -0.25259 0.0142
C 0.18398 -2.79537 -1.30935 0.0054
C -0.51878 -2.19686 -2.53624 0.0515
C -0.84694 -0.73274 -2.57996 0.3926
C -0.51633 0.23701 -1.52100 0.0406
C -0.87538 -0.34382 -0.10424 -0.0012
C -2.12889 -1.29435 -0.15261 0.0558
H 0.76804 -3.66404 -1.68478 0.0001
H -1.45343 -2.74071 -2.73285 0.0187
H 0.94675 -2.08990 -0.91727 0.0004
H -2.57081 -1.32324 -1.23293 0.0240
H -2.58906 -3.22938 0.86999 0.0003
H -0.43064 -4.31698 0.17933 0.0008
H -2.91773 -0.87465 0.48478 -0.0002
H -0.03635 -0.95759 0.24062 0.0000
H 0.55923 0.54925 -1.64411 0.0196
H -1.10734 0.46354 0.64050 -0.0037
H 0.13447 -2.44277 -3.40937 0.0094
H -0.75470 -0.34906 -3.63123 0.0117
P -3.24006 -0.14419 -2.30400 0.1999
C -4.96173 -0.58120 -1.94317 0.0672
C -2.97713 -0.46237 -4.05615 0.0070
P -1.24186 2.01307 -1.59317 0.0022
C -3.01342 1.54613 -1.71868 0.0127
C -0.71083 2.57616 -3.22683 0.0000
C -1.25272 3.45455 -0.48779 -0.0123
H -5.37965 0.07703 -1.17856 0.0032
H -5.04354 -1.61076 -1.58024 0.0035
H -5.55375 -0.48489 -2.85642 0.0081
H -3.86815 -0.19700 -4.61805 -0.0021
H -2.73977 -1.52429 -4.17932 0.0021
H -2.17550 0.14330 -4.47778 0.0038
H -2.08647 4.13910 -0.72652 -0.0018
H -0.33409 4.04208 -0.62185 -0.0016
H -1.35104 3.16213 0.56765 -0.0032
H -3.51488 1.64197 -0.73391 0.0006
H -3.53306 2.22386 -2.41984 0.0099
H 0.04895 3.35525 -3.06879 -0.0002
H -1.54094 3.00534 -3.81665 0.0004
H -0.26207 1.74574 -3.78834 0.0004
O -1.43694 0.41942 4.26537 -0.0033
N -0.66433 0.70056 3.40334 -0.0039
O -0.72818 1.98904 2.89405 -0.0037
```



Stability summary: most stable a, least stable b.



## a
Entry from OMol25: a gas-phase ion, C6H12NO (charge +1) (ωB97M-V/def2-TZVPD).

## Properties
Multiplicity = 1
Charge = +1

```
20
Properties=species:S:1:pos:R:3:lowdin_charge:R:1
C -0.03482 -1.48718 0.90206 -0.1435
C -0.63012 -2.59455 0.12491 -0.1344
C 0.37535 -0.33806 0.11427 -0.1736
C 1.74169 0.03729 -0.15019 0.0432
C -0.47723 2.06093 -0.87694 -0.0246
C -0.70198 0.57657 -0.25794 -0.1388
N -0.46142 -2.14706 -1.26969 -0.0456
O -1.07186 -2.73749 -2.06177 0.1372
H -0.67142 -1.38396 1.80640 0.1693
H 0.87738 -1.93963 1.31471 0.1339
H -0.14311 -3.52000 0.41101 0.1464
H -1.66182 -2.86605 0.27253 0.1377
H 1.72031 1.13709 0.18935 0.1518
H 2.08133 -0.11301 -1.10257 0.1011
H 2.39175 -0.59358 0.45797 0.1127
H -0.23138 2.00725 -1.89766 0.0629
H 0.30369 2.61995 -0.27616 0.0985
H -1.40919 2.53595 -0.83665 0.0575
H -1.18664 0.06843 -1.07718 0.1262
H -1.20204 0.69712 0.78879 0.1821
```



## b
Entry from OMol25: a gas-phase ion, C6H12NO (charge +1) (ωB97M-V/def2-TZVPD).

## Properties
Multiplicity = 1
Charge = +1

```
20
Properties=species:S:1:pos:R:3:lowdin_charge:R:1
C 0.97223 -1.53502 -0.35911 -0.1222
C 1.89674 -0.73236 0.15508 0.0547
C -0.22422 -1.16873 -1.21260 -0.1082
C -0.66090 0.29945 -0.90767 -0.1530
C -1.56403 0.03409 1.52068 0.0862
C 0.87914 2.39513 0.44000 0.1504
N -0.66128 0.56873 0.47408 -0.1426
O 0.02865 1.62464 0.89260 0.0601
H 1.06457 -2.49660 -0.12577 0.0638
H 2.59062 -1.09811 0.86744 0.0746
H 0.20744 -1.41665 -2.18615 0.1342
H -1.17281 -1.64305 -1.07546 0.1018
H -0.10771 0.93897 -1.51381 0.1058
H -1.60644 0.59260 -1.37041 0.1471
H -2.33012 0.73244 1.61660 0.0813
H -1.93673 -0.84911 0.95769 0.1253
H -1.08113 -0.12115 2.45624 0.1038
H 1.91066 0.23974 -0.07175 -0.0048
H 1.36898 3.19681 1.06307 0.1631
H 1.20466 2.40606 -0.51489 0.0786
```



Stability summary: most stable a, least stable b.



## a
Entry from OMol25: a gas-phase ion, C6H12NO (charge +1) (ωB97M-V/def2-TZVPD).

## Properties
Multiplicity = 1
Charge = +1

```
20
Properties=species:S:1:pos:R:3:lowdin_charge:R:1
C 0.10248 -2.03113 -0.50693 -0.0199
N 0.40576 -0.86038 0.37427 -0.0401
C 1.79962 -0.33403 0.31388 -0.0015
C 1.81264 0.91780 -0.14558 -0.0379
C 0.53972 1.58618 -0.29923 -0.0504
C -0.51298 0.39456 -0.10642 -0.4735
C -1.56073 0.76507 0.94831 0.0005
O -1.11210 0.00471 -1.23731 0.0353
H 0.50119 -2.16044 -1.58142 0.1461
H 0.38534 -2.91322 0.11496 0.1165
H -0.94286 -2.04602 -0.84346 0.0971
H 0.02573 -1.18052 1.34441 0.2214
H 2.70837 -1.00104 0.34868 0.1570
H 2.71845 1.41630 -0.27481 0.1126
H 0.13715 2.40150 0.34361 0.1440
H 0.55465 1.91156 -1.28005 0.1118
H -1.70218 1.86179 0.70465 0.1123
H -1.22494 0.87063 1.96690 0.0872
H -2.57276 0.20375 1.01980 0.1379
H -2.06255 0.19291 -1.20427 0.1436
```



## b
Entry from OMol25: a molecular structure, C6H12NO (ωB97M-V/def2-TZVPD).

## Properties
Multiplicity = 1
Charge = +1

```
20
Properties=species:S:1:pos:R:3:lowdin_charge:R:1
C 0.26772 -1.40377 0.09461 -0.0789
C 0.48664 1.06063 0.00524 0.0658
C -0.86087 -1.05382 1.02403 -0.1664
C -2.54143 0.56772 1.26932 0.1441
C 0.89532 -0.16394 -0.46015 -0.4410
C 2.52124 0.69257 -1.85566 -0.0380
N -1.84922 -0.11316 0.46610 -0.0462
O 1.70264 -0.38569 -1.45488 -0.0400
H 1.06640 -1.81187 0.65862 0.1374
H -0.19433 -1.90264 -0.82437 0.1658
H -2.05600 0.74165 2.31918 0.1884
H 1.14948 1.97472 0.08290 0.0756
H -1.41323 -1.93720 1.35603 0.1555
H -0.51518 -0.63899 1.92598 0.1142
H -3.60856 0.63733 0.95050 0.1570
H 1.85186 1.67604 -1.64044 0.1231
H 2.65630 0.72745 -2.87889 0.0666
H 3.49359 0.78547 -1.40596 0.1007
H -0.76874 1.07557 0.69876 0.1344
H -2.28365 -0.52805 -0.33090 0.1820
```



Stability summary: most stable a, least stable b.